Model A:
Molecular formula: C8H20NSi
Method: DFT, ωB97M-V with the def2-TZVPD basis set

Results
LUMO ... -3.54 eV
HOMO ... -11.7 eV
HOMO-LUMO gap ... 8.11 eV

Geometry as ORCA input:
```
! RIJCOSX wB97M-V def2-TZVPD def2/J DEFGRID3
* xyz 1 1
C 1.66 -2.81 -0.19
C 1.90 -1.83 0.65
C 3.26 1.96 0.42
C -3.26 1.25 0.17
C -2.85 -1.20 -0.67
C 1.02 0.09 -1.74
C 2.15 1.27 1.23
C -1.40 -0.39 1.01
N -2.36 0.09 -0.19
Si 1.47 -0.12 0.12
H 1.70 -3.78 0.14
H 1.27 -2.66 -1.15
H 2.33 -1.95 1.60
H 4.07 1.22 0.09
H 2.83 2.56 -0.51
H 3.73 2.71 1.05
H -2.95 2.21 -0.33
H -4.33 1.14 -0.16
H -3.30 1.50 1.27
H -2.01 -1.94 -1.10
H -3.32 -1.69 0.14
H -3.55 -1.14 -1.53
H 1.36 -0.69 -2.43
H 0.00 0.35 -1.85
H 1.68 0.96 -2.10
H 1.27 1.96 1.43
H 2.49 1.08 2.23
H -1.28 0.50 1.72
H -1.97 -1.15 1.56
H -1.60 0.50 -0.86
*
```

---

Model B:
Molecular formula: C8H20NSi
Method: DFT, ωB97M-V with the def2-TZVPD basis set

Results
LUMO ... -2.81 eV
HOMO ... -11.1 eV
HOMO-LUMO gap ... 8.24 eV

Geometry as ORCA input:
```
! RIJCOSX wB97M-V def2-TZVPD def2/J DEFGRID3
* xyz 1 1
C -2.97 0.43 -1.03
C -2.75 1.31 0.24
C -2.14 -0.79 -0.76
C -1.62 0.60 1.12
C -0.48 -1.61 0.82
C 1.33 0.00 -1.57
C 3.37 -1.19 0.29
C 3.30 1.98 0.25
N -1.74 -0.85 0.63
Si 2.75 0.36 -0.57
H -4.02 0.14 -1.18
H -2.54 0.94 -1.85
H -2.38 2.41 0.04
H -3.58 1.28 0.89
H -2.59 -1.77 -1.02
H -1.22 -0.59 -1.34
H -0.64 0.95 0.87
H -0.35 -2.53 0.19
H 0.27 -0.82 0.34
H -0.12 -1.76 1.88
H 1.29 -0.86 -2.27
H -1.72 0.62 2.27
H 0.55 0.69 -1.95
H 3.05 -2.13 -0.24
H 4.58 -1.25 0.44
H 3.03 -1.27 1.37
H 4.05 1.95 0.93
H 3.48 2.73 -0.57
H 2.31 2.29 0.63
H -2.49 -1.26 1.16
*
```

---

Stability comparison, relative energies in kcal/mol: model A 39.0; model B 0.0

---

Model A:
Molecular formula: C2H3N2O2S
Method: DFT, ωB97M-V with the def2-TZVPD basis set

Results
LUMO (spin up / spin down) ... 3.01 / 3.01 eV
HOMO (spin up / spin down) ... -3.1 / -3.1 eV
HOMO-LUMO gap (spin up / spin down) ... 6.14 / 6.14 eV

Geometry as ORCA input:
```
! RIJCOSX wB97M-V def2-TZVPD def2/J DEFGRID3
* xyz -1 1
C -0.53 -0.05 0.04
C -1.92 -0.09 -0.04
N 1.17 -1.74 0.09
N 0.21 -1.11 0.08
O 3.74 -0.89 -0.16
O -2.53 1.13 -0.06
S -2.87 -1.46 -0.14
H -0.04 0.92 0.06
H 3.74 -1.83 -0.01
H -3.48 0.97 -0.13
*
```

---

Model B:
Molecular formula: C2H3N2O2S
Method: DFT, ωB97M-V with the def2-TZVPD basis set

Results
LUMO (spin up / spin down) ... 3.72 / 3.72 eV
HOMO (spin up / spin down) ... -3.9 / -3.9 eV
HOMO-LUMO gap (spin up / spin down) ... 7.61 / 7.61 eV

Geometry as ORCA input:
```
! RIJCOSX wB97M-V def2-TZVPD def2/J DEFGRID3
* xyz -1 1
C 0.33 -1.66 0.11
C 0.02 -0.32 -0.12
N 0.68 -2.76 0.12
N -1.06 0.12 0.65
O 1.88 1.62 -1.19
O 0.56 2.17 0.79
S 1.38 1.12 0.07
H -0.67 -0.85 -1.73
H -1.38 1.13 0.55
H -1.74 -0.58 0.75
*
```

---

Model C:
Molecular formula: C2H3N2O2S
Method: DFT, ωB97M-V with the def2-TZVPD basis set

Results
LUMO ... 3.74 eV
HOMO ... -3.7 eV
HOMO-LUMO gap ... 7.47 eV

Geometry as ORCA input:
```
! RIJCOSX wB97M-V def2-TZVPD def2/J DEFGRID3
* xyz -1 1
C -1.36 0.86 0.20
C 0.95 -1.22 0.45
N -0.08 1.09 -0.24
N 0.99 -0.38 -0.49
O 1.65 -0.06 -1.48
O -2.21 1.63 -0.22
S -1.65 -0.32 1.41
H 0.07 -0.94 1.25
H 1.45 -2.14 0.24
H 0.19 1.49 -1.12
*
```

---

Stability comparison, relative energies in kcal/mol: model A 0.0; model B 3.9; model C 11.4